Record 1
The following is a quantum chemistry calculation of a molecular structure, C5H6Cl2ErLaO4 at a distorted geometry, from the Open Molecules 2025 dataset.

Cartesian coordinates (Å):
La1 -0.361 -0.017 -3.180
Er1 0.390 0.147 -0.368
Cl1 -1.001 -1.802 -1.296
Cl2 -0.821 2.199 -1.789
C1 1.544 1.991 0.412
C2 0.443 -1.788 -4.468
C3 0.536 1.178 -4.947
O1 2.130 2.898 0.867
O2 0.745 -2.765 -5.065
O3 0.891 1.898 -5.817
C4 -0.856 -0.605 3.676
C5 -0.156 0.070 2.567
O4 -0.654 -0.630 1.294
H1 -1.940 -0.511 3.589
H2 -0.527 -0.093 4.566
H3 -0.579 -1.663 3.752
H4 -0.475 1.126 2.373
H5 0.940 -0.033 2.546
H6 -0.251 -1.602 1.290

The maximum force comes out at 13.66 eV/Å. As for the total energy: -2460.256743 Eh. The multiplicity is 4. Its charge is +4. As for the molar mass: 507.171 g mol⁻¹.

---

Record 2
The following is a quantum chemistry calculation of a single C7H11N molecule at a distorted geometry, from the Open Molecules 2025 dataset.

Cartesian coordinates (Å):
H1 2.975 -0.659 -0.238
N1 2.864 -0.489 0.733
C1 1.876 0.228 1.073
C2 1.162 0.952 0.061
C3 -0.096 0.684 -0.401
C4 -0.796 1.662 -1.233
C5 -0.845 -0.488 0.016
C6 -2.171 -0.596 -0.109
C7 -0.136 -1.697 0.603
H2 1.388 0.121 2.144
H3 1.748 1.818 -0.418
H4 -1.610 2.192 -0.730
H5 -1.064 1.171 -2.142
H6 -0.194 2.567 -1.488
H7 -2.821 0.184 -0.557
H8 -2.609 -1.610 0.304
H9 -0.228 -1.803 1.732
H10 0.996 -1.606 0.469
H11 -0.440 -2.631 0.179

The maximum force comes out at 3.26 eV/Å. Its SMILES is [H]/N=C\C=C(\C)C(=C)C. As for the total energy: -327.972288 Eh. The multiplicity is 1. As for the molar mass: 109.172 g mol⁻¹.

---

Record 3
The following is a quantum chemistry calculation of 3 unconnected molecules or ions with the total composition C5H11O2S at a distorted geometry, from the Open Molecules 2025 dataset.

Cartesian coordinates (Å):
C1 -3.314 -0.467 0.689
C2 0.369 0.036 1.179
C3 2.289 0.230 -0.411
C4 0.466 -1.412 -0.846
C5 1.175 -0.351 -0.008
O1 -2.886 -0.561 -1.965
O2 -1.728 2.158 0.856
S1 -3.322 0.290 -0.802
H1 -3.375 -1.589 0.717
H2 -3.389 0.386 1.382
H3 -0.374 -0.905 1.373
H4 0.874 0.281 2.082
H5 -0.214 0.866 0.853
H6 2.827 0.922 0.233
H7 3.007 -0.074 -1.138
H8 -1.693 3.088 0.525
H9 -0.449 -1.018 -1.153
H10 1.106 -1.966 -1.579
H11 0.116 -2.118 0.020

The maximum force comes out at 4.00 eV/Å. As for the total energy: -745.658489 Eh. The multiplicity is 1. Its charge is -1. As for the molar mass: 135.208 g mol⁻¹.

---

Record 4
The following is a quantum chemistry calculation of a molecular structure, C47H54BrFeN4O3Se, from the Open Molecules 2025 dataset.

Cartesian coordinates (Å):
Fe1 1.533 1.907 0.165
Br1 -1.947 8.165 -1.403
C1 -0.731 6.706 -1.260
C2 -0.105 6.213 -2.415
C3 0.771 5.167 -2.326
C4 1.077 4.522 -1.088
O1 1.884 3.533 -1.077
C5 0.433 5.069 0.077
C6 0.725 4.601 1.402
N1 1.526 3.625 1.621
C7 1.917 3.194 2.888
C8 1.574 3.729 4.104
C9 2.066 3.176 5.303
C10 2.919 2.110 5.294
C11 3.319 1.543 4.062
C12 4.224 0.460 3.955
C13 4.564 -0.019 2.726
C14 3.976 0.561 1.583
N2 3.133 1.557 1.647
C15 2.806 2.072 2.865
C16 -0.462 6.148 -0.044
H1 -0.324 6.663 -3.375
H2 1.251 4.770 -3.212
H3 0.238 5.142 2.222
H4 0.909 4.582 4.156
H5 1.756 3.611 6.245
H6 3.297 1.689 6.218
H7 4.635 0.025 4.859
H8 5.248 -0.848 2.608
H9 4.185 0.177 0.592
H10 -0.936 6.535 0.851
C17 -4.744 -2.772 0.770
C18 -4.920 -1.348 0.223
C19 -6.108 -0.682 0.933
C20 -5.251 -1.448 -1.266
C21 -3.644 -0.546 0.472
C22 -2.879 0.002 -0.540
C23 -1.697 0.682 -0.259
Se1 -0.716 1.510 -1.687
C24 0.189 -0.025 -2.400
C25 -0.471 -0.777 -3.369
C26 0.126 -1.873 -3.960
C27 1.436 -2.162 -3.558
C28 2.134 -1.447 -2.602
C29 1.494 -0.334 -1.959
O2 2.088 0.332 -1.011
C30 3.566 -1.835 -2.222
C31 4.108 -2.987 -3.073
C32 4.509 -0.639 -2.427
C33 3.599 -2.294 -0.757
C34 -0.560 -2.744 -5.009
C35 -0.634 -4.194 -4.508
C36 0.239 -2.707 -6.320
C37 -1.983 -2.272 -5.304
C38 -1.214 0.842 1.057
O3 -0.064 1.397 1.303
C39 -2.053 0.363 2.114
C40 -3.209 -0.318 1.785
C41 -1.695 0.675 3.570
C42 -1.675 2.202 3.747
C43 -2.722 0.108 4.554
C44 -0.328 0.091 3.952
H11 -5.648 -3.364 0.603
H12 -4.537 -2.761 1.841
H13 -3.908 -3.269 0.273
H14 -7.036 -1.219 0.715
H15 -6.220 0.352 0.602
H16 -5.972 -0.674 2.016
H17 -6.163 -2.035 -1.402
H18 -4.449 -1.938 -1.822
H19 -5.416 -0.462 -1.706
H20 -3.176 -0.085 -1.577
H21 -1.471 -0.469 -3.645
H22 1.928 -3.004 -4.025
H23 4.131 -2.734 -4.136
H24 3.521 -3.900 -2.946
H25 5.131 -3.206 -2.758
H26 4.540 -0.360 -3.483
H27 5.525 -0.907 -2.117
H28 4.176 0.224 -1.856
H29 2.942 -3.157 -0.614
H30 3.251 -1.508 -0.094
H31 4.615 -2.590 -0.475
H32 0.360 -4.600 -4.315
H33 -1.124 -4.833 -5.249
H34 -1.203 -4.246 -3.577
H35 1.246 -3.103 -6.183
H36 0.329 -1.681 -6.682
H37 -0.258 -3.305 -7.090
H38 -2.603 -2.288 -4.405
H39 -2.444 -2.931 -6.044
H40 -1.993 -1.256 -5.705
H41 -3.823 -0.702 2.590
H42 -2.646 2.629 3.484
H43 -0.915 2.645 3.105
H44 -1.452 2.460 4.787
H45 -3.716 0.536 4.401
H46 -2.407 0.349 5.572
H47 -2.797 -0.979 4.477
H48 0.463 0.494 3.327
H49 -0.330 -0.995 3.830
H50 -0.110 0.317 5.001
N3 0.610 -1.562 0.849
C45 0.059 -2.784 0.933
C46 0.737 -3.448 1.933
C47 1.685 -2.510 2.385
N4 1.597 -1.365 1.723
H51 0.354 -0.810 0.225
H52 -0.753 -3.076 0.289
H53 0.569 -4.452 2.281
H54 2.420 -2.616 3.168

The maximum force comes out at 0.66 eV/Å. As for the total energy: -8507.484776 Eh. The multiplicity is 5. Its charge is -1. As for the molar mass: 937.683 g mol⁻¹.

---

Record 5
The following is a quantum chemistry calculation of 2 unconnected molecules or ions with the total composition C7H17NSi at a distorted geometry, from the Open Molecules 2025 dataset.

Cartesian coordinates (Å):
C1 1.042 2.836 -0.565
C2 1.301 1.585 -0.915
C3 1.405 -2.919 -0.129
C4 -2.600 -0.438 -0.574
C5 -2.136 1.558 0.800
C6 1.499 -1.625 -0.923
C7 -1.852 0.095 0.650
N1 1.862 0.094 1.569
Si1 1.045 -0.031 0.068
H1 1.151 3.599 -1.292
H2 0.864 3.204 0.394
H3 1.791 1.400 -1.917
H4 2.185 -2.819 0.626
H5 0.498 -3.072 0.272
H6 1.614 -3.828 -0.625
H7 -3.607 -0.358 -0.471
H8 -2.197 0.081 -1.447
H9 -2.445 -1.505 -0.718
H10 -2.049 2.101 -0.064
H11 -1.556 1.878 1.657
H12 -3.204 1.585 1.127
H13 0.675 -1.404 -1.715
H14 2.556 -1.682 -1.385
H15 -2.007 -0.472 1.526
H16 2.709 0.584 1.633
H17 1.456 -0.446 2.420

The maximum force comes out at 4.04 eV/Å. As for the total energy: -621.029063 Eh. The multiplicity is 1. As for the molar mass: 143.306 g mol⁻¹.

---

Record 6
The following is a quantum chemistry calculation of 2 unconnected molecules or ions with the total composition C5H2 at a distorted geometry, from the Open Molecules 2025 dataset.

Cartesian coordinates (Å):
C1 2.771 -0.136 -0.095
C2 1.610 0.307 -0.260
C3 -1.818 -0.913 -0.230
C4 -0.811 -0.265 0.030
C5 0.383 0.499 0.178
H1 -2.565 -1.499 -0.512
H2 0.429 2.008 0.889

The maximum force comes out at 6.21 eV/Å. As for the total energy: -191.383352 Eh. The multiplicity is 1. As for the molar mass: 62.071 g mol⁻¹.

---

Question: Among the records above, which one has the highest multiplicity?
Answer: C47H54BrFeN4O3Se

---

Copy entry 6 word for word.
The following is a quantum chemistry calculation of 2 unconnected molecules or ions with the total composition C5H2 at a distorted geometry, from the Open Molecules 2025 dataset.

Cartesian coordinates (Å):
C1 2.771 -0.136 -0.095
C2 1.610 0.307 -0.260
C3 -1.818 -0.913 -0.230
C4 -0.811 -0.265 0.030
C5 0.383 0.499 0.178
H1 -2.565 -1.499 -0.512
H2 0.429 2.008 0.889

The maximum force comes out at 6.21 eV/Å. As for the total energy: -191.383352 Eh. The multiplicity is 1. As for the molar mass: 62.071 g mol⁻¹.